The following is a quantum chemistry calculation of a 10-piece molecular cluster, H21O10 overall, from OMol25.

Each line ends with the Löwdin charge.
Atoms and positions in Å:
1 O -0.150 46.214 32.302  0.1882
2 H -0.190 45.991 33.341  0.1617
3 H -0.165 45.350 31.880  0.0558
4 H 0.523 46.856 32.411  0.0716
5 O 0.513 46.520 29.007  -0.1275
6 H -0.266 47.156 28.639  0.1326
7 H -0.103 45.901 29.469  -0.0219
8 O -1.270 44.713 30.472  -0.0175
9 H -0.814 43.967 29.951  0.1330
10 H -2.113 44.476 30.565  0.0019
11 O -1.138 43.481 33.247  -0.0439
12 H -1.698 43.021 32.674  0.0263
13 H -0.300 42.956 33.493  0.1112
14 O 0.527 45.374 34.879  -0.0713
15 H 0.497 45.089 35.815  0.0951
16 H 1.453 45.315 34.535  0.0866
17 O -2.313 47.757 32.908  -0.0615
18 H -2.321 48.074 31.949  0.0881
19 H -1.628 48.271 33.265  -0.0609
20 O 1.038 43.835 31.431  -0.0640
21 H 1.634 43.495 32.226  0.1414
22 H 1.723 43.800 30.814  0.0278
23 O 2.299 47.336 31.645  -0.1038
24 H 2.973 47.253 32.387  0.0862
25 H 2.708 47.204 30.716  0.1077
26 O -1.890 44.775 35.818  -0.0597
27 H -2.570 45.303 35.512  -0.0092
28 H -1.504 44.587 34.883  0.0318
29 O -0.111 49.207 33.919  0.0140
30 H -0.063 49.685 34.727  0.0582
31 H 0.489 49.787 33.548  0.0219

## Properties
Net charge   +1
Spin multiplicity   1
E_HOMO   -0.5021 Eh
Relative energy (zero: lowest compared OMol25 entry of this formula, charge and spin)   3.510 eV
E_LUMO   -0.1289 Ha

---

The following is a quantum chemistry calculation of one molecule with the formula C2H3Br2N3, from OMol25.

Each line ends with the Löwdin charge.
Atoms and positions in Å:
1 C -0.196 0.079 1.042  -0.7180
2 C -0.415 0.469 -0.365  -0.6085
3 N 0.873 -1.050 0.956  -0.0392
4 N 1.328 -1.185 -0.164  -0.0652
5 N 0.601 -0.597 -1.155  -0.0103
6 Br -1.708 -0.791 1.921  0.6778
7 Br -0.142 2.341 -1.141  0.5743
8 H -0.041 0.932 1.691  0.0691
9 H -1.324 0.149 -0.750  0.0259
10 H 1.023 -0.347 -2.035  0.0941

## Properties
Net charge   0
Spin multiplicity   1
E_HOMO   -0.3624 Eh
SMILES   Br[C@H]1N=NN[C@@H]1Br
Relative energy (zero: lowest compared OMol25 entry of this formula, charge and spin)   3.025 eV
E_LUMO   -0.0108 Ha

---

The following is a quantum chemistry calculation of one molecule with the formula C4H3ClN2O, from OMol25.

Each line ends with the Löwdin charge.
Atoms and positions in Å:
1 C -0.275 -0.949 -0.354  -0.5152
2 C 0.378 0.295 0.148  -0.2151
3 C 1.728 0.394 0.362  -0.4492
4 C -0.387 1.471 0.470  -0.1886
5 H -2.230 -1.593 -0.568  0.1022
6 H -2.050 0.079 -0.224  0.0786
7 H 2.182 1.328 0.688  0.0812
8 N -1.647 -0.784 -0.574  0.1668
9 N -0.987 2.505 0.471  0.1625
10 O 0.349 -1.942 -0.591  0.0610
11 Cl 2.939 -0.804 0.171  0.7158

## Properties
Net charge   0
Spin multiplicity   1
E_HOMO   -0.3790 Eh
SMILES   N#C/C(=C/Cl)C(N)=O
Relative energy (zero: lowest compared OMol25 entry of this formula, charge and spin)   0.771 eV
E_LUMO   -0.0241 Ha

---

The following is a quantum chemistry calculation of one molecule with the formula C3H3NOS, from OMol25.

Each line ends with the Löwdin charge.
Atoms and positions in Å:
1 C -2.500 0.146 -0.229  -0.1808
2 C -0.950 -0.272 -0.481  -0.7611
3 C 1.695 0.084 0.346  -0.3443
4 N -3.557 0.418 0.096  0.1366
5 O -0.623 -1.134 -1.194  0.0727
6 S 0.018 0.722 0.542  0.9588
7 H 1.612 -0.428 -0.597  0.0276
8 H 2.096 -0.625 1.027  0.0321
9 H 2.208 1.088 0.491  0.0584

## Properties
Net charge   0
Spin multiplicity   1
E_HOMO   -0.3829 Eh
SMILES   CSC(=O)C#N
Relative energy (zero: lowest compared OMol25 entry of this formula, charge and spin)   1.010 eV
E_LUMO   0.0038 Ha

---

The following is a quantum chemistry calculation of a 6-piece molecular cluster, C55H76N2O13S5 overall, from OMol25.

Each line ends with the Löwdin charge.
Atoms and positions in Å:
1 C -2.643 -2.733 4.218  -0.0952
2 C -4.003 -2.365 3.436  -0.2488
3 N -3.971 -2.596 1.959  -0.0207
4 C -2.771 -2.057 1.318  -0.1104
5 C -2.559 -0.515 1.070  -0.0312
6 C -3.683 0.583 1.469  -0.1035
7 C -4.736 0.775 0.233  -0.3651
8 C -4.448 2.082 -0.658  -0.1089
9 C -4.783 -0.479 -0.766  -0.1190
10 C -1.258 0.068 0.426  -0.0654
11 C -0.975 1.622 0.196  -0.1193
12 C 0.007 2.231 1.335  -0.1612
13 C 0.351 1.515 2.660  -0.0280
14 C 1.274 2.192 3.735  -0.0307
15 C 1.889 3.621 3.549  -0.2028
16 C 2.791 4.353 4.643  -0.1173
17 C 1.568 4.349 2.189  -0.0178
18 C 0.643 3.654 1.126  -0.0199
19 C -0.148 -0.922 -0.031  -0.0300
20 C 1.212 -0.487 -0.745  -0.2074
21 C 1.262 -0.491 -2.283  -0.0031
22 C 2.491 -0.093 -3.159  -0.0320
23 C 3.735 0.280 -2.262  -0.0559
24 C 3.511 0.188 -0.741  -0.1247
25 N 2.360 -0.140 0.014  0.0937
26 C -0.368 -2.444 0.188  0.0241
27 C -1.662 -3.046 0.862  0.0223
28 C -1.773 -4.648 1.011  -0.2510
29 O -2.231 -5.232 2.023  0.0322
30 C -1.258 -5.465 -0.283  -0.0451
31 C -1.980 -6.701 -0.866  0.0160
32 C -1.334 -7.326 -2.160  -0.0096
33 C -0.057 -6.761 -2.816  -0.1480
34 C 0.617 -7.354 -4.164  -0.1195
35 C 0.523 -6.145 -5.255  -0.2345
36 O -0.711 -5.376 -5.019  -0.1273
37 C 0.672 -5.500 -2.208  0.0545
38 C 0.046 -4.873 -0.946  -0.0276
39 C 0.711 -3.549 -0.298  -0.2521
40 O 1.950 -3.433 -0.159  0.0504
41 H -2.905 -3.440 5.097  0.0723
42 H -1.863 -3.283 3.596  0.0568
43 H -2.167 -1.791 4.690  0.0778
44 H -4.831 -3.019 3.907  0.1116
45 H -4.271 -1.289 3.727  0.0859
46 H -4.073 -3.611 1.827  0.1047
47 H -4.321 0.249 2.360  0.0980
48 H -3.187 1.596 1.713  0.1105
49 H -5.797 0.878 0.673  0.1309
50 H -3.902 2.925 -0.118  0.0692
51 H -5.450 2.460 -1.067  0.0802
52 H -3.847 1.741 -1.588  0.0842
53 H -5.627 -0.329 -1.541  0.0852
54 H -3.806 -0.578 -1.379  0.0846
55 H -4.986 -1.484 -0.246  0.0714
56 H -1.906 2.280 0.217  0.0815
57 H -0.434 1.747 -0.819  0.1256
58 H -0.067 0.486 2.916  0.0888
59 H 1.502 1.660 4.728  0.0872
60 H 2.669 5.499 4.554  0.0756
61 H 3.910 4.117 4.566  0.0788
62 H 2.454 4.108 5.719  0.0594
63 H 1.989 5.406 2.005  0.0943
64 H 0.401 4.219 0.151  0.0936
65 H 0.296 -0.781 -2.836  0.1057
66 H 2.508 -0.101 -4.294  0.0798
67 H 4.740 0.570 -2.741  0.0900
68 H 4.447 0.431 -0.109  0.1084
69 H -2.948 -7.109 -0.400  0.1086
70 H -1.823 -8.229 -2.671  0.0974
71 H 0.057 -8.256 -4.578  0.1107
72 H 1.726 -7.525 -3.969  0.1131
73 H 1.373 -5.378 -5.112  0.0838
74 H 0.447 -6.527 -6.328  0.1212
75 H -0.637 -4.501 -5.458  0.0889
76 H 1.615 -5.044 -2.662  0.1125
77 C -5.416 -1.999 9.021  -0.2239
78 C -6.548 -2.946 8.618  -0.2190
79 C -7.395 -2.227 7.566  -0.2235
80 S -6.296 -1.088 6.732  0.6746
81 O -6.724 0.261 7.022  -0.3148
82 O -6.066 -1.550 5.381  -0.3344
83 C -4.853 -1.448 7.717  -0.2307
84 H -4.648 -2.510 9.605  0.1169
85 H -5.817 -1.182 9.630  0.1208
86 H -6.123 -3.859 8.187  0.1187
87 H -7.154 -3.241 9.477  0.1153
88 H -7.812 -2.925 6.839  0.1049
89 H -8.197 -1.647 8.027  0.1065
90 H -4.260 -0.544 7.853  0.1112
91 H -4.269 -2.206 7.190  0.1006
92 C 2.001 5.498 10.199  -0.2258
93 C 0.866 4.560 9.783  -0.2204
94 C 0.023 5.295 8.739  -0.2221
95 S 1.128 6.439 7.919  0.6744
96 O 0.706 7.786 8.224  -0.3154
97 O 1.357 5.991 6.563  -0.3386
98 C 2.568 6.060 8.902  -0.2322
99 H 2.766 4.976 10.778  0.1160
100 H 1.603 6.309 10.817  0.1207
101 H 1.287 3.651 9.343  0.1174
102 H 0.257 4.258 10.639  0.1146
103 H -0.397 4.608 8.003  0.1063
104 H -0.777 5.874 9.205  0.1065
105 H 3.165 6.960 9.048  0.1098
106 H 3.149 5.306 8.366  0.1072
107 C 5.619 5.314 -2.873  -0.2246
108 C 5.125 3.867 -2.801  -0.2271
109 C 4.009 3.815 -1.755  -0.2332
110 S 3.268 5.443 -1.734  0.6560
111 O 3.525 6.049 -0.448  -0.3266
112 O 1.939 5.369 -2.300  -0.3292
113 C 4.365 6.176 -2.934  -0.2340
114 H 6.262 5.480 -3.740  0.1156
115 H 6.195 5.552 -1.973  0.1206
116 H 4.728 3.568 -3.777  0.1184
117 H 5.933 3.176 -2.550  0.1098
118 H 3.250 3.075 -2.012  0.0857
119 H 4.404 3.611 -0.758  0.1083
120 H 4.549 7.220 -2.681  0.1091
121 H 3.885 6.105 -3.913  0.1106
122 C 5.026 -3.279 -5.126  -0.2130
123 C 5.730 -3.443 -6.474  -0.2134
124 C 4.660 -3.796 -7.510  -0.2174
125 S 3.135 -3.068 -6.921  0.6914
126 O 2.212 -4.133 -6.597  -0.3292
127 O 2.770 -1.965 -7.783  -0.3213
128 C 3.802 -2.416 -5.401  -0.2428
129 H 5.680 -2.821 -4.380  0.1203
130 H 4.717 -4.259 -4.749  0.1222
131 H 6.213 -2.501 -6.751  0.1201
132 H 6.507 -4.210 -6.434  0.1178
133 H 4.900 -3.388 -8.492  0.1065
134 H 4.513 -4.875 -7.582  0.1081
135 H 3.052 -2.470 -4.612  0.0953
136 H 4.086 -1.377 -5.580  0.1040
137 C -1.422 0.696 -9.274  -0.2257
138 C -0.467 -0.268 -8.568  -0.2160
139 C 0.940 0.324 -8.667  -0.2404
140 S 0.730 2.098 -8.773  0.6671
141 O 1.182 2.539 -10.073  -0.3238
142 O 1.195 2.707 -7.547  -0.3336
143 C -1.055 2.085 -8.769  -0.2373
144 H -2.467 0.457 -9.066  0.1156
145 H -1.271 0.639 -10.357  0.1204
146 H -0.755 -0.360 -7.515  0.1182
147 H -0.505 -1.268 -9.006  0.1172
148 H 1.540 0.083 -7.791  0.0753
149 H 1.451 -0.010 -9.571  0.1077
150 H -1.434 2.887 -9.403  0.1083
151 H -1.388 2.230 -7.739  0.1090

## Properties
Net charge   0
Spin multiplicity   1
E_HOMO   -0.2861 Eh
SMILES   CCNc1c(CC(C)C)c(Cc2ccc(C)cc2)c(-c2ccccn2)c2c1C(=O)c1ccc(CCO)cc1C2=O.O=S1(=O)CCCC1.O=S1(=O)CCCC1.O=S1(=O)CCCC1.O=S1(=O)CCCC1.O=S1(=O)CCCC1
E_LUMO   -0.0247 Ha

---

These records have frontier orbital gap values of 10.153 9.567 9.656 10.522 7.115 eV, in the order they appear.